Density functional theory data (ωB97M-V/def2-TZVPD) for 5 unconnected molecules or ions with the total composition C4H18NO5S.

XYZ file:
```
29
Properties=species:S:1:pos:R:3
S 1.2758 -1.7415 1.8940
O 2.0318 1.1450 0.4587
O -1.1913 1.2934 2.7880
O 0.0276 2.8869 0.9959
O 1.0814 -1.5735 -3.3420
O -1.9957 -1.1285 1.9629
N -0.8357 -0.3822 -1.2425
C -1.5590 0.8920 -1.3962
C 0.2205 -0.3158 -0.2141
C 1.4886 0.4672 -0.6616
C 0.5976 -1.7469 0.1992
H -2.0282 1.2071 -0.4470
H -1.1913 -1.5991 2.2640
H -0.4960 -0.7352 -2.0901
H -0.4742 0.9449 3.2948
H 1.8283 -1.1392 -2.8860
H -1.6151 0.5315 2.4904
H 0.8176 2.3098 0.7967
H 1.0101 -2.3765 -2.8755
H -0.4797 2.3525 1.6485
H 2.3238 -0.1529 -1.0561
H 2.1291 0.5684 1.2291
H 1.3080 1.2422 -1.3786
H -0.9114 1.7730 -1.6739
H -1.8735 -1.1632 0.9816
H -2.3096 0.8402 -2.1848
H -0.2355 -2.4226 0.1877
H -0.2779 0.2218 0.6876
H 1.3343 -2.1987 -0.4307
```

## Properties
Net charge: -1
LUMO in eV: 3.1
Calculated total energy in Ha: -992.39231
Energy relative to the best compared isomer or geometry (same formula, charge and spin) in kcal per mole: 0.0

Results of the Löwdin charge analysis, in e, for atoms 1 through 8:
1. S 0.29
2. O -0.14
3. O -0.04
4. O -0.13
5. O -0.04
6. O -0.11
7. N -0.09
8. C -0.13

---

Density functional theory data (ωB97M-V/def2-TZVPD) for 6 unconnected molecules or ions with the total composition C4H18NO8.

XYZ file:
```
31
Properties=species:S:1:pos:R:3
O 1.3636 2.2678 -1.6522
O -2.1027 1.1546 0.5975
O 0.7562 -2.1322 -0.3433
O 3.0462 -3.8757 0.4578
O 2.0951 -0.1272 -3.5691
O 1.6020 -0.0941 -0.7495
O -3.6856 0.2426 2.2963
O 1.4792 4.1520 0.1599
N -0.5867 -0.8969 1.9628
C 0.8406 -0.9138 -0.2305
C -2.1045 -0.9681 -0.6562
C -0.1466 -0.1698 0.8087
C -1.3820 0.2354 -0.1661
H -2.7367 0.1070 2.2915
H -2.4320 -1.6704 0.1070
H -0.1526 -1.8143 1.9737
H -4.0039 -0.5908 2.6713
H 0.4088 0.6613 1.2533
H 1.1427 -0.2345 -3.6457
H 2.1824 2.5648 -1.2392
H 1.1192 3.2634 -0.0549
H 0.9453 4.4622 0.9060
H -1.4989 1.7040 1.1103
H 2.2793 0.0355 -2.6346
H 1.2888 1.3111 -1.3756
H -0.7258 0.7496 -0.9477
H 2.1564 -3.5213 0.3176
H 3.5806 -3.1666 0.0836
H -1.3676 -1.6200 -1.1245
H -0.5371 -0.3970 2.8434
H -2.8235 -0.7186 -1.4517
```

## Properties
2S+1: 2
Net charge: 0
LUMO (spin up / spin down) in eV: -0.5 / -4.8
<S²>: 0.755
Calculated total energy in Ha: -819.76337
Energy relative to the best compared isomer or geometry (same formula, charge and spin) in kcal per mole: 32.2

Results of the Löwdin charge analysis, in e, for atoms 1 through 8:
1. O -0.09
2. O 0.01
3. O 0.10
4. O -0.06
5. O -0.05
6. O 0.05
7. O -0.06
8. O -0.08

---

Density functional theory data (ωB97M-V/def2-TZVPD) for a molecular structure, C4H19BrMgNO5.

XYZ file:
```
31
Properties=species:S:1:pos:R:3
Br -0.4265 3.2613 0.6015
Mg -0.9730 1.1120 1.4791
O -1.6752 2.1983 3.3984
O 0.8490 0.7344 2.2713
O -1.5762 -0.5461 2.5054
O 1.0826 -1.9147 -2.1912
O -2.8018 0.9856 0.7864
N -0.3517 -0.0998 -0.2206
C 0.6798 0.2631 -1.2602
C 2.0705 0.1347 -0.6358
C 0.5807 -0.6369 -2.4944
C 1.3537 -2.6433 -3.3785
H 0.4864 -2.5837 -4.0492
H -1.1574 -0.5702 -0.6338
H -0.8900 -0.8370 3.1172
H 2.1892 -2.2430 -3.9614
H -1.4453 1.9706 4.3084
H 0.7411 0.1628 3.0401
H 2.4026 1.0284 -0.1215
H -2.3743 -0.9963 2.8142
H 1.7267 1.1241 2.3895
H -3.4251 1.7241 0.7077
H 1.5305 -3.6792 -3.1071
H 2.1357 -0.8296 -0.1147
H -1.7973 3.1597 3.4008
H -3.1529 0.2965 0.2084
H 1.2042 -0.1224 -3.2331
H 2.8275 -0.1379 -1.3828
H -0.4527 -0.6959 -2.8482
H 0.1344 -0.9108 0.1795
H 0.5046 1.2913 -1.5753
```

## Properties
Net charge: +1
LUMO in eV: -3.8
Calculated total energy in Ha: -3368.79044
Energy relative to the best compared isomer or geometry (same formula, charge and spin) in kcal per mole: 10.8

Results of the Löwdin charge analysis, in e, for atoms 1 through 8:
1. Br 0.09
2. Mg 0.20
3. O -0.09
4. O -0.06
5. O -0.03
6. O -0.19
7. O -0.07
8. N 0.00

---

Density functional theory data (ωB97M-V/def2-TZVPD) for 6 unconnected molecules or ions with the total composition C4H19BrNO5.

XYZ file:
```
30
Properties=species:S:1:pos:R:3
Br 0.9494 2.0275 -1.8520
O 0.5943 3.5187 -4.7218
O -0.9039 -0.9800 -1.6656
O -1.6291 4.3377 -2.0449
O -0.9373 -1.8453 2.6022
O -0.7851 0.4391 -4.5681
N 1.9058 -0.5953 0.6023
C -0.1722 -0.7824 2.0120
C 0.9925 -1.5360 1.3100
C 1.8996 -2.3108 2.2609
C -1.5712 -1.4794 3.7617
H -2.1005 -2.3123 4.2246
H -1.0528 -0.3834 -4.1582
H 1.0921 2.9679 -4.1176
H -0.3605 -0.2294 -1.4259
H -1.7502 3.5302 -2.5444
H -1.7158 -0.8552 -1.1743
H -2.3756 -0.7741 3.5529
H 2.5410 -3.0020 1.7142
H -0.7104 -0.1428 1.3125
H 2.4519 -1.5242 2.7748
H 2.1867 0.1246 1.2526
H 0.4385 -0.2849 2.7655
H 0.6518 -2.2702 0.5800
H 1.3600 -2.9538 2.9562
H -0.8522 -1.0426 4.4548
H -0.2981 3.5088 -4.3757
H -0.9009 4.1473 -1.4536
H -0.3106 0.9065 -3.8806
H 1.3624 -0.2045 -0.1541
```

## Properties
2S+1: 2
Net charge: 0
LUMO (spin up / spin down) in eV: 0.1 / -5.2
<S²>: 0.753
Calculated total energy in Ha: -3168.66305
Energy relative to the best compared isomer or geometry (same formula, charge and spin) in kcal per mole: 0.0

Results of the Löwdin charge analysis, in e, for atoms 1 through 8:
1. Br 0.46
2. O -0.06
3. O -0.05
4. O -0.05
5. O -0.19
6. O -0.06
7. N 0.04
8. C -0.17

---

Density functional theory data (ωB97M-V/def2-TZVPD) for 4 unconnected molecules or ions with the total composition C4H19N2O3.

XYZ file:
```
28
Properties=species:S:1:pos:R:3
O -0.6247 2.8875 -1.1076
O -1.2014 0.5979 -3.0736
O -2.5169 1.9149 2.3837
N -0.0701 0.2467 -0.1763
N 0.4542 -0.8264 2.5065
C 0.3363 -1.2266 -0.2025
C 1.7543 -0.7578 1.8409
C 0.3084 -1.6424 -1.6588
C 1.6947 -1.4203 0.4599
H -1.1106 3.5246 -1.6488
H -1.3168 0.9836 -3.9482
H 2.5481 -1.1374 2.4636
H 0.1242 -1.7590 2.4403
H 2.0530 0.2830 1.6692
H 0.6679 -2.6199 -1.9221
H 2.5430 -1.0499 -0.1194
H 1.8621 -2.4966 0.5020
H -0.7774 0.4219 0.5429
H -0.2964 -1.8834 0.3695
H 0.2741 3.1357 -1.3649
H -0.3733 0.4579 -1.1329
H 0.7583 0.6952 0.1470
H -2.9291 2.7399 2.1562
H -0.6592 -1.4682 -2.1198
H -1.9847 0.9076 -2.6070
H 0.9954 -0.9595 -2.1250
H -3.0341 1.1265 2.2184
H 0.5206 -0.6754 3.5068
```

## Properties
Net charge: +1
LUMO in eV: -2.8
Calculated total energy in Ha: -498.79134
Energy relative to the best compared isomer or geometry (same formula, charge and spin) in kcal per mole: 12.2

Results of the Löwdin charge analysis, in e, for atoms 1 through 8:
1. O -0.06
2. O -0.05
3. O -0.05
4. N 0.24
5. N 0.01
6. C -0.34
7. C -0.26
8. C -0.04

---

Density functional theory data (ωB97M-V/def2-TZVPD) for 4 unconnected molecules or ions with the total composition C4H19N2O4.

XYZ file:
```
29
Properties=species:S:1:pos:R:3
O -2.0299 0.8116 1.7226
O -2.1900 0.7877 -1.2770
O -2.9218 -1.8799 1.7014
O 0.9031 1.5918 1.9893
N 0.7624 1.1104 -1.7044
N 2.5827 0.5455 0.0021
C -1.2973 -0.3117 -1.3894
C 0.0939 0.0886 -0.8954
C 1.0022 -1.1620 -0.8385
C 2.3879 -0.9051 -0.2643
H 1.2690 2.1619 2.6347
H -1.5431 -1.2457 -0.8682
H 2.2036 1.1040 -0.7875
H 0.4209 -1.9661 -0.4091
H 0.8720 0.8437 -2.6842
H -0.0381 1.8156 1.9176
H -0.1041 0.4877 0.0955
H -2.3587 0.9528 -0.3431
H 0.0849 1.8602 -1.8588
H 1.9294 0.8356 0.7426
H 2.4860 -1.4279 0.6759
H -2.7322 1.2804 2.1787
H -2.1274 -0.1451 1.8636
H 3.5549 0.7520 0.1993
H 3.1786 -1.1955 -0.9433
H -2.3069 -2.5302 1.3458
H -3.7952 -2.2486 1.5265
H -1.3507 -0.5076 -2.4593
H 1.0640 -1.5041 -1.8733
```

## Properties
Net charge: +1
LUMO in eV: -2.6
Calculated total energy in Ha: -574.05869
Energy relative to the best compared isomer or geometry (same formula, charge and spin) in kcal per mole: 13.2

Results of the Löwdin charge analysis, in e, for atoms 1 through 8:
1. O -0.05
2. O -0.05
3. O -0.04
4. O -0.03
5. N 0.05
6. N 0.14
7. C -0.22
8. C -0.37